{"formula": "C3H5P3", "method": "ωB97M-V/def2-TZVPD", "symbols": ["C", "C", "C", "P", "P", "P", "H", "H", "H", "H", "H"], "coordinates": [[1.49317, 0.49228, 0.02614], [-0.35377, -0.80841, -1.25953], [-1.24046, 0.33391, 1.04285], [2.56383, -0.56529, -0.73770], [0.97822, -1.74306, -1.73872], [-0.16216, 0.79247, -0.41141], [2.20802, 1.90468, 0.79783], [-1.35841, -1.04125, -1.64201], [-0.43197, -0.22029, 1.70452], [-2.02739, -0.29734, 0.65561], [-1.66909, 1.15231, 1.56242]], "forces_ev_per_a": [[3.0483, 3.3377, 1.6255], [0.2744, 0.4896, -0.7221], [2.7457, -1.2506, 0.8013], [-0.6132, 0.4968, 0.5066], [-0.6168, 0.4224, 0.3107], [-1.0235, -1.1321, -0.6593], [-1.7521, -3.5811, -1.7985], [0.3994, -0.0955, 0.2570], [-2.2824, 0.7958, -0.9802], [-0.0152, -0.3396, 0.1931], [-0.1645, 0.8566, 0.4659]], "lowdin_charge": [-0.927, -0.787, -0.292, 0.502, 0.540, 0.700, 0.171, -0.005, 0.081, 0.016, 0.000], "e_tot_ev": -31053.8904, "multiplicity": 1, "homo_ev": -8.80, "lumo_energy_ev": -0.9}

{"formula": "C15H44N7O9V", "method": "ωB97M-V/def2-TZVPD", "symbols": ["O", "V", "C", "C", "O", "H", "H", "H", "H", "H", "C", "O", "N", "N", "H", "H", "H", "H", "C", "O", "N", "N", "H", "H", "H", "H", "C", "O", "N", "N", "H", "H", "H", "H", "C", "C", "O", "H", "H", "H", "H", "H", "H", "C", "C", "O", "H", "H", "H", "H", "H", "H", "C", "O", "C", "C", "N", "C", "C", "O", "C", "H", "H", "H", "H", "H", "H", "H", "H", "H", "H", "H", "H", "H", "H", "H"], "coordinates": [[-2.54564, 1.63259, 2.88296], [-2.30849, 2.19777, 1.36347], [0.43671, -0.47221, 1.39854], [-0.43687, -0.39590, 0.18325], [-1.61300, 0.36030, 0.28805], [1.00983, -1.39561, 1.48214], [-0.14675, -0.41463, 2.31744], [1.28217, 0.21300, 1.33706], [-0.63644, -1.37728, -0.24709], [0.12442, 0.14642, -0.57762], [-0.91390, 4.14880, -1.06641], [-1.59403, 3.43673, -0.33651], [0.20419, 3.70288, -1.54828], [-1.22285, 5.36753, -1.26790], [0.58439, 2.77707, -1.41254], [0.50272, 4.22125, -2.36208], [-0.70132, 5.85186, -1.98450], [-2.11203, 5.80343, -1.06931], [0.77644, 3.00940, 2.78112], [-0.32307, 2.83365, 2.22307], [0.88714, 3.15464, 4.09062], [1.95063, 3.06217, 2.20188], [0.06441, 3.24733, 4.66910], [1.82558, 3.03868, 4.44558], [2.18256, 2.83193, 1.24622], [2.71850, 3.30189, 2.81263], [-0.69512, -0.02231, 5.22320], [-1.01913, 1.06758, 5.70077], [0.44767, -0.64490, 5.36236], [-1.51799, -0.76734, 4.46005], [1.22089, -0.16496, 5.80041], [0.59037, -1.53697, 4.91076], [-2.51265, -0.63345, 4.34680], [-1.06862, -1.60161, 4.11055], [5.25952, -1.25668, 1.41596], [4.22133, -0.70109, 2.24586], [3.91762, 0.65177, 2.02372], [5.16134, -0.97362, 0.36794], [5.32590, -2.33089, 1.58846], [6.23677, -0.79224, 1.54788], [4.49625, -0.86372, 3.28800], [3.31514, -1.30667, 2.23136], [3.61204, 0.90538, 1.14971], [4.01247, 0.74391, -2.35521], [2.71134, 1.60349, -2.05645], [2.53267, 1.53116, -0.69427], [4.86999, 1.29919, -1.97518], [4.19886, 0.50464, -3.40216], [4.08879, -0.18623, -1.79209], [1.85546, 1.19664, -2.59500], [2.88899, 2.64593, -2.32073], [2.02005, 0.74586, -0.48904], [-6.83996, -1.89377, -1.44397], [-5.58097, -2.38809, -1.05683], [-4.43327, -1.45378, -1.25729], [-3.11964, -2.16320, -1.64713], [-3.27322, -2.98795, -2.83435], [-1.92757, -3.35056, -3.44391], [-1.08409, -2.34241, -4.16429], [0.24237, -2.88625, -4.50790], [1.17941, -3.39601, -3.61018], [-7.00179, -0.84654, -1.18857], [-7.67360, -2.49272, -1.07735], [-6.89392, -1.90109, -2.53260], [-4.28685, -0.91926, -0.31869], [-4.76812, -0.70141, -1.97136], [-2.67458, -2.72503, -0.82594], [-2.51518, -1.27999, -1.85370], [-3.79009, -3.80565, -2.54398], [-2.22299, -4.07804, -4.19996], [-1.18565, -3.76834, -2.76338], [-1.07851, -1.48316, -3.49366], [-1.56942, -1.94170, -5.05422], [1.42102, -2.71679, -2.79263], [2.12242, -3.53710, -4.13833], [0.78894, -4.33768, -3.22434]], "forces_ev_per_a": [[-0.5084, 1.8674, -4.5971], [4.3803, -4.3731, 2.7204], [0.7918, -0.6414, 0.6824], [0.0286, 1.2070, -0.8020], [-1.9059, 2.2596, 1.7993], [-0.3800, -0.5847, -0.2944], [0.1420, 0.5057, 0.0048], [-0.4587, 0.7631, 0.5772], [-0.4674, -0.1361, 0.1853], [0.5474, -0.1870, -0.6071], [-0.4965, -2.5267, 2.1194], [-2.5665, -2.0785, 2.6239], [2.5634, -0.1019, -2.3207], [-0.7475, 4.8394, -2.0210], [-0.4697, 0.0985, 0.2261], [0.7035, -0.4235, 0.1013], [-0.0415, 0.2928, 0.2531], [0.0487, -0.6235, 0.2652], [-1.5147, -0.4688, 0.1990], [-0.9464, 0.1563, -1.3684], [-0.1613, 0.2854, 1.2910], [2.1250, 0.2733, -1.4724], [0.2653, -0.4215, 0.1547], [-0.6704, 0.1710, 0.7117], [-0.4783, -0.0417, 0.0648], [0.1067, -0.1726, -0.5849], [-2.9098, 2.0948, 0.2130], [0.7038, -0.4791, -0.1370], [3.3776, -0.6990, 0.7166], [-0.6991, -1.1210, -1.0370], [-0.1772, -0.2783, -0.0972], [0.3601, 0.3551, 0.3963], [0.4561, 0.2058, 0.1580], [-1.0413, -0.0313, -0.1832], [2.0149, -0.1671, -1.7588], [-1.6959, -0.0084, 1.3201], [0.1584, 1.0186, 1.0230], [-0.7516, -0.6790, -0.3865], [0.1710, 0.0109, -0.3949], [0.1630, -0.1231, 0.8813], [0.2409, 0.8080, 0.2689], [-0.3929, -0.1267, -0.6326], [0.1882, -0.6946, -0.3932], [-0.1739, 0.8764, -0.1411], [2.3230, -1.6811, -1.6409], [-1.0093, 0.5793, 2.3058], [0.0377, 0.2664, -0.1811], [-0.1913, 0.1917, -0.0464], [-0.7540, -0.1284, 0.0151], [-0.1406, 0.1086, -0.1646], [-0.0630, -0.0522, -0.1327], [-0.0964, -0.2322, 0.0631], [0.2452, 0.5054, -1.0692], [1.5873, 0.3360, 0.3809], [-1.6779, -1.2429, 0.5683], [-1.3708, 0.8512, -0.2962], [1.9959, 1.1252, -0.3597], [-1.6042, -1.5376, -0.3555], [0.4139, 0.6894, 0.6830], [-1.8154, 1.4603, -1.3483], [-0.5800, -0.0435, 0.5744], [0.0218, 0.1360, 0.5348], [0.4101, -0.1496, 0.3309], [-0.1556, -0.1258, -0.3170], [0.1278, -0.0369, 0.2436], [0.3441, -0.1684, -0.5023], [-0.0442, 0.0916, 0.3970], [0.5418, -0.2072, -0.0892], [0.1700, -0.3014, -0.4006], [0.3784, -0.5067, 0.2124], [-0.4933, -0.5793, 0.6549], [0.9846, 0.4423, 0.1761], [0.4783, -0.4754, -0.3900], [-0.2268, 0.2020, 0.3611], [-0.2449, -0.2130, -0.2542], [0.5257, -0.2042, 0.3191]], "lowdin_charge": [-0.268, 1.247, -0.067, -0.370, -0.288, 0.075, 0.061, 0.044, 0.103, 0.080, -0.720, -0.059, 0.235, 0.223, 0.099, 0.131, 0.134, 0.147, -0.649, -0.060, 0.205, 0.209, 0.124, 0.123, 0.096, 0.123, -0.730, 0.007, 0.167, 0.146, 0.122, 0.108, 0.114, 0.093, -0.093, -0.364, -0.074, 0.066, 0.094, 0.088, 0.121, 0.095, 0.038, -0.047, -0.305, -0.113, 0.074, 0.073, 0.058, 0.112, 0.113, 0.056, -0.137, -0.207, -0.158, -0.231, -0.033, -0.194, -0.185, -0.189, -0.131, 0.076, 0.088, 0.083, 0.100, 0.112, 0.118, 0.093, 0.107, 0.123, 0.099, 0.096, 0.125, 0.074, 0.091, 0.080], "e_tot_ev": -70806.1781, "charge": 1, "multiplicity": 2, "homo_ev": [-10.81, -10.81], "s2": 0.91, "lumo_energy_ev": [-4.8, -4.1]}

{"formula": "C25H42B11BaBr6N10OS2", "method": "ωB97M-V/def2-TZVPD", "symbols": ["Ba", "N", "C", "S", "N", "N", "C", "C", "C", "C", "C", "C", "C", "O", "H", "H", "H", "H", "H", "H", "H", "C", "C", "N", "C", "S", "N", "N", "C", "C", "C", "C", "C", "C", "C", "N", "H", "H", "H", "H", "H", "H", "H", "H", "H", "H", "H", "H", "H", "N", "C", "C", "C", "N", "C", "C", "N", "C", "H", "H", "H", "H", "H", "H", "H", "H", "H", "H", "H", "H", "H", "H", "H", "H", "Br", "B", "B", "C", "B", "B", "B", "B", "B", "Br", "B", "Br", "B", "Br", "B", "Br", "B", "Br", "H", "H", "H", "H", "H", "H"], "coordinates": [[0.42230, 0.09708, -0.30281], [0.36659, -3.43368, -4.29646], [0.51419, -2.88250, -3.04539], [0.25058, -1.06144, -3.09307], [0.78083, -3.58040, -2.04209], [1.14427, -3.35852, -0.78930], [0.36791, -3.54439, 0.20346], [-1.10627, -3.70392, 0.08904], [-1.75371, -4.92836, 0.03730], [-3.13529, -5.00156, -0.12270], [-3.86515, -3.82406, -0.22008], [-3.22954, -2.58678, -0.15318], [-1.82389, -2.49180, -0.07842], [-1.19540, -1.35004, -0.03956], [0.56117, -2.81777, -5.06885], [0.72160, -4.37237, -4.39923], [0.85385, -3.50945, 1.17514], [-1.17037, -5.83873, 0.10962], [-3.62262, -5.96385, -0.19347], [-4.94058, -3.86060, -0.34772], [-3.78506, -1.66591, -0.28531], [-5.66188, 0.25227, -1.28606], [-5.26385, 0.16362, -2.75581], [-4.07103, -0.64884, -2.98844], [-2.81830, -0.19436, -2.69950], [-1.65744, -0.99259, -3.84137], [-2.67272, 0.76874, -1.88847], [-1.57670, 1.36045, -1.37164], [-1.56850, 2.64949, -1.34387], [-2.62092, 3.49683, -1.99256], [-0.48433, 3.31212, -0.59034], [-0.12073, 4.62918, -0.85679], [0.93976, 5.19761, -0.16893], [1.58242, 4.45412, 0.80651], [1.14026, 3.16146, 1.02220], [0.15227, 2.59154, 0.34341], [-6.58662, 0.82145, -1.19051], [-4.87851, 0.75462, -0.72319], [-5.82518, -0.74472, -0.87543], [-5.09342, 1.17231, -3.14424], [-6.07175, -0.29415, -3.32397], [-4.11982, -1.31910, -3.73857], [-3.13284, 4.09261, -1.23435], [-3.34431, 2.86115, -2.49106], [-2.19669, 4.17709, -2.73050], [-0.63190, 5.19822, -1.61880], [1.27193, 6.19978, -0.40316], [2.41644, 4.85429, 1.36451], [1.63661, 2.53736, 1.76001], [-2.62956, -3.06468, 2.61970], [-2.24621, -1.63211, 2.89339], [-1.24183, -1.51353, 4.02819], [-0.79274, -0.04726, 4.10512], [-0.02771, 0.28047, 2.89972], [-1.99624, 0.88464, 4.26495], [-3.11914, 0.67778, 3.23518], [-2.75686, 1.25498, 1.94995], [-3.49482, -0.82139, 3.18742], [-1.80387, -3.66428, 2.55668], [-3.05919, -3.09161, 1.67682], [-3.26241, -3.42040, 3.33517], [-1.76413, -1.25683, 1.98795], [-0.36834, -2.14175, 3.82358], [-1.67751, -1.80495, 4.98796], [-0.16909, 0.06554, 4.99831], [0.89193, -0.14362, 2.98139], [0.11282, 1.28577, 2.86514], [-1.65557, 1.91929, 4.19030], [-2.40513, 0.74025, 5.26727], [-3.99170, 1.22772, 3.59409], [-3.51273, 1.17510, 1.28037], [-1.92839, 0.82403, 1.55504], [-4.24798, -0.98254, 2.41005], [-3.92241, -1.11013, 4.15452], [3.01317, -0.23938, 1.26606], [4.48182, 0.45329, 0.14344], [6.02969, 0.90868, 0.85845], [6.59145, 2.14690, -0.14763], [4.92965, 2.14749, 0.20754], [5.53548, 2.61311, -1.38713], [6.98126, 1.65640, -1.72785], [7.28830, 0.59852, -0.34212], [5.93632, -0.53397, -0.18746], [6.07671, -2.32397, 0.58851], [6.54623, -0.06576, -1.81970], [7.51221, -1.30690, -2.98414], [5.44703, 1.20331, -2.47658], [5.05105, 1.44650, -4.37733], [4.17486, 1.49487, -1.26213], [2.36283, 1.95410, -1.87497], [4.77616, -0.17089, -1.51003], [3.55024, -1.51956, -2.24840], [6.26679, 0.88556, 2.01234], [7.20078, 2.91659, 0.29889], [4.46212, 2.94800, 0.93792], [5.47519, 3.74413, -1.71206], [7.88553, 2.16472, -2.28279], [8.39625, 0.40417, 0.00286]], "forces_ev_per_a": [[2.3000, 0.0069, 0.4647], [-0.1310, 0.0369, -0.0355], [-0.0462, 0.4956, 0.2591], [0.1583, -0.3167, -0.5478], [-0.3489, -0.8380, -0.3513], [0.5627, 0.4624, 0.4774], [-0.2438, -0.0411, -0.4824], [0.2453, 0.0820, -0.3690], [-0.0231, -0.0123, 0.0575], [-0.0188, -0.0498, 0.0395], [0.0399, 0.0050, -0.0266], [0.0656, 0.2229, -0.7949], [-0.3206, -0.3896, 0.1995], [-2.2084, -1.8970, 0.2477], [0.0618, -0.0426, -0.0205], [-0.0111, -0.0170, 0.0537], [0.0241, 0.1351, 0.0161], [0.0058, -0.0040, 0.0127], [-0.0266, 0.0125, 0.0318], [0.0023, -0.0115, 0.0198], [-0.0370, 0.0021, 0.0844], [0.0090, -0.0590, -0.1684], [0.0434, 0.0995, 0.2522], [-0.0006, -0.0644, -0.1011], [0.8626, 0.0607, 0.0540], [-0.2677, 0.1208, -0.2231], [-1.2992, 0.1859, 0.2344], [0.0346, 0.5206, -0.6198], [-0.5144, -0.1466, -0.3535], [-0.0322, -0.0947, 0.0863], [0.3297, 0.3313, 0.1233], [-0.0283, -0.0577, -0.1127], [0.0556, -0.0881, 0.1003], [-0.0850, 0.1152, -0.1528], [0.1415, -0.0214, 0.1720], [-0.4427, 0.9682, 0.3873], [-0.0074, -0.0107, 0.0146], [-0.0232, -0.0205, 0.0711], [-0.0359, -0.0007, 0.0353], [-0.0260, -0.0280, -0.0536], [0.0387, 0.0264, -0.0787], [-0.0441, -0.0805, 0.0751], [0.0383, 0.0727, -0.0159], [-0.0343, 0.0420, -0.0071], [0.0559, 0.0021, 0.0198], [-0.0162, -0.0165, -0.0098], [-0.0618, 0.0294, 0.0163], [-0.0087, -0.0269, 0.0360], [0.0411, 0.0051, -0.0157], [0.3883, 0.2122, 0.6414], [-0.0116, 0.1278, 0.3716], [0.0196, 0.1016, -0.2235], [-0.2387, -0.1037, 0.3050], [0.1788, 0.0088, -0.1954], [-0.0395, 0.0238, -0.2328], [0.0963, -0.1144, 0.1783], [0.0167, 0.0677, -0.0317], [0.0566, 0.2083, -0.1769], [-0.1164, -0.0066, 0.0704], [-0.3158, -0.1538, 0.0629], [0.0099, -0.0640, -0.0300], [-0.1838, -0.2642, 0.0289], [-0.0007, -0.0507, 0.1156], [0.0121, -0.0968, -0.0177], [-0.0246, -0.0183, 0.0114], [0.0512, 0.1232, -0.0059], [0.0618, -0.0058, -0.0066], [-0.0414, 0.0357, 0.0990], [0.0074, 0.0072, 0.0061], [-0.0094, -0.0259, -0.0174], [0.0347, -0.0243, -0.0370], [-0.1177, -0.0077, 0.0029], [-0.0308, 0.0151, 0.0293], [-0.0217, -0.1010, -0.0233], [0.8251, -0.1892, 0.6834], [0.2818, 0.0337, -0.2941], [-0.1312, -0.0765, 0.0412], [-0.3197, -0.3799, -0.1479], [0.0071, 0.0380, 0.0308], [-0.0625, 0.1014, -0.1092], [0.1634, 0.0569, -0.1083], [0.0632, -0.0223, -0.0405], [-0.1469, -0.0703, 0.0808], [0.0497, 0.2049, -0.1610], [-0.0583, -0.1007, -0.0394], [-0.2497, 0.1975, 0.2300], [-0.1398, -0.0588, -0.0041], [0.1161, -0.1139, 0.2632], [0.2836, -0.1197, 0.1422], [0.5463, 0.6121, -0.5731], [-0.0215, 0.1455, -0.0097], [0.2756, 0.1570, 0.0850], [0.0073, 0.0099, 0.0179], [0.0079, -0.0039, -0.0028], [-0.0498, 0.0363, -0.0001], [-0.0402, 0.0008, -0.0863], [0.0264, -0.0239, -0.0593], [0.0123, -0.0351, 0.0353]], "lowdin_charge": [1.585, 0.068, -0.731, 0.445, 0.036, 0.030, -0.104, -0.171, -0.028, -0.084, -0.085, -0.062, -0.418, -0.560, 0.079, 0.108, 0.120, 0.125, 0.106, 0.114, 0.097, -0.087, -0.221, -0.032, -0.677, 0.673, 0.014, -0.094, -0.260, 0.004, -0.280, 0.007, -0.022, -0.030, -0.182, -0.115, 0.080, 0.043, 0.065, 0.112, 0.120, 0.104, 0.105, 0.062, 0.091, 0.115, 0.123, 0.119, 0.096, 0.227, -0.298, -0.088, -0.361, 0.030, -0.101, -0.361, 0.080, -0.090, 0.157, 0.086, 0.175, 0.104, 0.126, 0.133, 0.146, 0.024, 0.064, 0.124, 0.127, 0.143, 0.068, 0.018, 0.122, 0.130, 0.794, -0.859, -0.261, 0.059, -0.275, -0.260, -0.259, -0.246, -0.879, 0.849, -0.862, 0.855, -0.879, 0.848, -0.853, 0.851, -0.899, 0.874, 0.166, 0.189, 0.155, 0.167, 0.168, 0.168], "e_tot_ev": -493621.7692, "charge": 1, "multiplicity": 1, "homo_ev": -10.87, "lumo_energy_ev": -2.8}

Result set for maximum force: 0.093; 0.131; 0.057 Eh/bohr, one per record in the order listed.